(1)
A molecular structure, C33H41BF4N2OP2RuS2Si2 at a distorted geometry. Source: OMol25; level of theory: wB97M-V/def2-TZVPD.

Computed properties:
ΔE to the lowest compared entry with this formula, charge and spin = 1.174 eV
HOMO energy (alpha / beta) = -4.55 / -5.30 eV
gap between HOMO and LUMO (alpha / beta) = 7.036 / 6.562 eV
<S²> = 8.771
2S+1 = 6
charge = -1

Each line ends with the Mulliken spin population.
Atoms and positions in Å:
Ru: -0.6091 1.0550 -0.0077  3.264
C: -1.1372 0.6968 4.8640  0.010
Si: -1.8615 0.7011 3.1303  -0.010
C: -2.4009 2.4415 2.7297  0.026
C: -3.3235 -0.4559 3.0915  0.004
N: -0.6818 0.2367 1.9531  0.224
P: 0.2302 -1.0388 1.6569  0.067
C: 0.6841 -1.1239 0.0137  0.746
P: 1.1144 -0.4435 -1.4881  0.016
N: 0.5285 0.9472 -1.9820  0.159
Si: 0.5165 2.6310 -2.3202  -0.033
C: 1.9161 3.7016 -1.7385  0.003
C: 0.4494 2.7900 -4.1918  0.008
C: -1.0567 3.4312 -1.6606  0.077
C: 2.9203 -0.4180 -1.6015  0.008
C: 3.7376 -0.9834 -0.6360  0.043
C: 5.1185 -0.9203 -0.7667  0.013
C: 5.6835 -0.3048 -1.8702  0.000
C: 4.8686 0.2592 -2.8459  0.005
C: 3.4936 0.2090 -2.7077  0.009
C: 0.6545 -1.6919 -2.7293  0.052
C: 0.7859 -3.0515 -2.4617  0.017
C: 0.5774 -3.9854 -3.4672  0.012
C: 0.2541 -3.5645 -4.7506  0.002
C: 0.1153 -2.2092 -5.0190  0.005
C: 0.3017 -1.2758 -4.0083  0.029
C: 1.6914 -1.0882 2.7063  0.075
C: 2.5057 -2.2211 2.7087  -0.006
C: 3.6015 -2.2858 3.5492  0.001
C: 3.8815 -1.2205 4.4012  0.007
C: 3.0767 -0.0956 4.3987  -0.002
C: 1.9837 -0.0242 3.5443  -0.010
C: -0.6405 -2.5737 2.0590  -0.046
C: -0.6604 -3.0516 3.3683  -0.004
C: -1.4340 -4.1538 3.6968  -0.002
C: -2.1998 -4.7807 2.7205  0.005
C: -2.1863 -4.3056 1.4177  0.000
C: -1.4058 -3.2066 1.0875  0.039
H: -1.9434 0.7681 5.6015  0.000
H: -0.4535 1.5344 5.0271  0.000
H: -0.5826 -0.2244 5.0666  -0.002
H: -2.9179 2.8986 3.5786  0.001
H: -3.0763 2.4534 1.8713  0.004
H: -1.5335 3.0667 2.4964  -0.004
H: -4.1301 -0.0772 3.7290  0.000
H: -3.0491 -1.4512 3.4547  -0.001
H: -3.7040 -0.5640 2.0737  0.000
H: 2.8877 3.4095 -2.1388  0.001
H: 2.0179 3.7350 -0.6552  -0.001
H: 1.6696 4.7065 -2.1043  0.000
H: 1.3780 2.4162 -4.6354  -0.001
H: 0.3277 3.8299 -4.5113  0.001
H: -0.3816 2.2102 -4.6043  -0.001
H: -1.2034 3.4446 -0.5708  -0.030
H: -1.9606 3.0141 -2.1016  -0.009
H: -0.9668 4.4899 -1.9321  0.019
H: 3.2965 -1.4379 0.2403  -0.029
H: 5.7466 -1.3287 0.0148  0.001
H: 6.7607 -0.2427 -1.9652  0.000
H: 5.3079 0.7541 -3.7034  0.001
H: 2.8583 0.6703 -3.4570  0.001
H: 1.0581 -3.3705 -1.4619  -0.016
H: 0.6792 -5.0416 -3.2487  0.000
H: 0.1033 -4.2921 -5.5392  0.000
H: -0.1488 -1.8762 -6.0158  0.000
H: 0.1766 -0.2170 -4.2008  -0.005
H: 2.2748 -3.0519 2.0502  -0.004
H: 4.2363 -3.1633 3.5441  0.000
H: 4.7437 -1.2633 5.0560  0.000
H: 3.3148 0.7489 5.0329  0.000
H: 1.3811 0.8736 3.5006  -0.006
H: -0.0649 -2.5663 4.1335  0.002
H: -1.4432 -4.5207 4.7155  0.000
H: -2.8115 -5.6366 2.9787  0.001
H: -2.7969 -4.7689 0.6530  0.002
H: -1.4114 -2.8310 0.0703  0.023
C: -2.9322 -2.6352 -2.6228  -0.001
O: -2.7190 -1.2948 -2.1749  0.004
C: -3.3649 -0.8833 -1.0774  0.033
S: -4.3564 -1.8705 -0.2008  0.040
S: -2.9920 0.7635 -0.6740  0.138
H: -2.3972 -2.7062 -3.5625  0.000
H: -3.9957 -2.8296 -2.7506  0.001
H: -2.5267 -3.3478 -1.9035  0.003
F: 3.3267 3.0252 2.0341  0.002
B: 3.3201 1.9881 1.0885  0.029
F: 3.9818 2.3648 -0.0853  0.000
F: 3.9116 0.8307 1.6179  -0.002
F: 1.9271 1.7033 0.7729  -0.008


(2)
A molecular structure, C31H52Br2N4O4PPt at a distorted geometry. Source: OMol25; level of theory: wB97M-V/def2-TZVPD.

Computed properties:
HOMO energy (alpha / beta) = -11.09 / -11.09 eV
gap between HOMO and LUMO (alpha / beta) = 6.339 / 6.338 eV
2S+1 = 1
charge = +1

Each line ends with the Löwdin charge.
Atoms and positions in Å:
Pt: -0.7241 -0.1395 -0.9740  0.735
Br: -1.6693 1.1671 -3.2534  0.698
C: -3.2030 1.9358 -2.3420  -0.964
Br: -2.6305 2.8485 -0.7650  0.714
H: -3.8670 1.1160 -2.0726  0.010
H: -3.6771 2.6523 -3.0087  0.018
C: -0.7689 -5.1991 -1.6944  -0.033
N: -0.3404 -3.8159 -1.6271  -0.132
C: -1.0000 -2.9640 -2.5952  -0.056
C: 0.1728 -3.3059 -0.4920  -0.407
N: 0.0353 -2.0451 -0.1696  0.066
N: 0.8901 -4.1535 0.3213  -0.156
C: 1.8553 -5.0811 -0.2488  -0.049
C: 1.2061 -3.7645 1.6821  -0.051
H: -1.8492 -5.2270 -1.8536  0.105
H: -0.5574 -5.7181 -0.7650  0.089
H: -0.2802 -5.7144 -2.5230  0.100
H: -1.0991 -3.5161 -3.5275  0.101
H: -0.4051 -2.0681 -2.7882  0.053
H: -1.9951 -2.6762 -2.2419  0.061
H: 0.4736 -1.8280 0.7174  0.018
H: 1.8127 -5.0761 -1.3350  0.088
H: 1.6808 -6.0954 0.1177  0.099
H: 2.8684 -4.7854 0.0423  0.093
H: 2.0836 -3.1059 1.7396  0.093
H: 1.4370 -4.6686 2.2448  0.102
H: 0.3506 -3.2793 2.1520  0.098
C: 2.7018 5.3394 -0.9777  -0.192
C: 1.3274 5.3108 -0.3167  -0.178
C: 1.0066 3.9306 0.2880  -0.196
C: 1.7818 2.8364 -0.4519  -0.411
C: 1.8148 3.1739 -1.9424  -0.199
C: 2.7466 4.3731 -2.1689  -0.174
P: 1.1869 1.0956 -0.1560  1.061
C: 2.5866 -0.0107 -0.7306  -0.431
C: 4.0406 0.4466 -0.5707  -0.175
C: 4.9659 -0.4573 -1.4108  -0.178
C: 4.3723 -1.8496 -1.6004  -0.194
C: 3.0826 -1.7716 -2.4277  -0.174
C: 2.3734 -0.4369 -2.1873  -0.240
C: 1.0312 0.8491 1.6855  -0.408
C: -0.3859 1.2643 2.1087  -0.229
C: -0.7035 0.7787 3.5284  -0.173
C: 0.5376 0.8176 4.4289  -0.189
C: 1.5270 1.8689 3.9405  -0.188
C: 2.1130 1.4745 2.5813  -0.183
H: 3.4669 5.0749 -0.2448  0.114
H: 2.9205 6.3513 -1.3173  0.115
H: 0.5776 5.5722 -1.0621  0.116
H: 1.2783 6.0676 0.4651  0.116
H: -0.0667 3.7528 0.2073  0.053
H: 1.2693 3.9295 1.3467  0.104
H: 2.8140 2.8236 -0.0795  0.106
H: 0.8021 3.4159 -2.2671  0.107
H: 2.1568 2.3236 -2.5336  0.093
H: 2.4537 4.8879 -3.0851  0.116
H: 3.7703 4.0208 -2.3090  0.111
H: 2.4375 -0.9034 -0.1118  0.090
H: 4.3291 0.4092 0.4817  0.113
H: 4.1624 1.4745 -0.9111  0.100
H: 5.9385 -0.5261 -0.9262  0.115
H: 5.1289 -0.0152 -2.3937  0.117
H: 4.1733 -2.2913 -0.6232  0.102
H: 5.0943 -2.4952 -2.0968  0.114
H: 2.4213 -2.5951 -2.1542  0.090
H: 3.3149 -1.8718 -3.4873  0.118
H: 1.3006 -0.5258 -2.4131  0.038
H: 2.7825 0.3218 -2.8535  0.107
H: 1.0801 -0.2410 1.8026  0.094
H: -1.1112 0.8260 1.4148  0.053
H: -0.4920 2.3466 2.0528  0.102
H: -1.0921 -0.2400 3.4966  0.111
H: -1.4902 1.4078 3.9442  0.116
H: 1.0284 -0.1569 4.4265  0.111
H: 0.2471 1.0297 5.4569  0.114
H: 2.3416 1.9804 4.6547  0.117
H: 1.0202 2.8299 3.8689  0.115
H: 2.9110 0.7452 2.7327  0.115
H: 2.5674 2.3486 2.1176  0.094
O: -3.3012 -1.9443 -0.8673  0.015
C: -3.5442 -0.9347 -0.2228  -0.643
O: -2.7342 0.0251 -0.0253  -0.276
C: -4.9154 -0.6920 0.3736  -0.120
C: -6.0142 -1.4030 -0.1003  0.004
C: -7.2713 -1.1464 0.4164  0.021
C: -7.4108 -0.1768 1.4029  -0.140
C: -6.3180 0.5305 1.8861  0.018
C: -5.0667 0.2739 1.3648  -0.006
N: -8.7254 0.1203 1.9436  -0.363
O: -8.7930 0.9640 2.8084  0.088
O: -9.6633 -0.4946 1.4920  0.092
H: -5.8673 -2.1470 -0.8689  0.121
H: -8.1492 -1.6755 0.0772  0.122
H: -6.4681 1.2791 2.6490  0.121
H: -4.2010 0.8178 1.7106  0.110


(3)
A molecular structure, C6H17ClSi2 at a distorted geometry. Source: OMol25; level of theory: wB97M-V/def2-TZVPD.

Computed properties:
ΔE to the lowest compared entry with this formula, charge and spin = 0.522 eV
HOMO energy = -8.44 eV
gap between HOMO and LUMO = 9.171 eV
2S+1 = 1
charge = 0

Each line ends with the Löwdin charge.
Atoms and positions in Å:
C: 2.0184 0.2671 0.5129  -0.097
C: 0.8995 1.2166 -1.4085  -0.121
C: 0.2077 1.9452 0.9440  -0.090
C: -1.0978 -1.2449 1.8011  -0.242
C: 0.0584 -2.0240 -1.0543  -0.207
C: 0.6276 0.7860 0.0127  -0.686
Si: -3.1025 0.1132 -0.9392  0.146
Si: -0.6263 -0.6942 0.0673  0.578
Cl: -4.1710 0.3732 0.7743  0.136
H: 2.6494 1.1481 0.5934  0.081
H: 1.9488 -0.2932 1.4160  0.064
H: 2.4705 -0.4834 -0.0511  0.048
H: 1.1573 0.3470 -1.9990  0.072
H: 1.6256 2.0326 -1.3217  0.085
H: 0.0847 1.8244 -1.8219  0.077
H: -0.2727 1.5745 1.8004  0.036
H: 1.1572 2.5454 1.0400  0.098
H: -0.7075 2.4975 0.5612  0.097
H: -0.3412 -1.6947 2.4657  0.028
H: -1.6410 -0.6272 2.4515  -0.023
H: -1.9065 -2.1474 1.5340  0.096
H: -0.1609 -2.9455 -0.5457  0.021
H: -0.5664 -2.0552 -1.9503  0.028
H: 1.0267 -2.1236 -1.4154  0.006
H: -3.0977 1.3287 -1.7911  -0.118
H: -3.7863 -1.1399 -1.4293  -0.113